Run A
Formula: C28H70O14
Source: the OMol25 dataset
Level of theory: wB97M-V/def2-TZVPD

Geometry (Å):
C (-0.86769, 2.02207, 2.13517)
H (4.74378, -2.14339, -2.00880)
C (4.99404, -3.88611, -0.13305)
H (2.08273, 4.09408, 3.18946)
H (0.86464, 3.34336, 0.67866)
H (3.24387, 3.11073, 2.01540)
H (-6.49842, 0.58908, -4.73218)
H (2.67347, 7.56988, 2.56021)
H (3.69845, 6.29903, 1.87031)
H (-2.80156, 3.94701, -5.60479)
O (6.38699, -0.77977, 0.95176)
H (-2.33167, 0.87239, -2.45317)
C (0.88644, -0.72270, -0.75602)
H (-1.00249, -0.82944, 6.25641)
H (8.39261, -0.90732, 1.44973)
H (4.78412, -6.77917, 2.62317)
H (1.12378, -2.97586, 3.38997)
C (1.64333, -3.91232, 5.52486)
H (-0.32776, 4.36774, -4.43027)
O (-1.62406, -1.24633, 4.31130)
C (-8.56260, 0.03129, -4.97977)
O (4.36430, 1.53356, 2.73105)
H (-5.03763, -0.58682, -3.21674)
H (-6.23153, -0.66591, -1.85111)
H (7.82626, -2.01262, 0.20019)
H (2.16189, -1.22984, 2.16378)
H (0.38525, -0.68653, 4.20696)
C (7.55274, -1.54338, 1.14446)
H (-0.97243, 1.07945, 2.67017)
H (-2.74171, -0.93228, 5.95932)
H (3.11273, -1.76389, 0.76352)
H (2.72392, 4.14255, 1.52528)
C (2.10413, -1.54623, 1.11502)
H (4.05522, -3.71943, 1.77212)
H (0.06737, 2.62525, -4.45732)
C (4.01105, -2.95232, -2.06147)
C (3.11582, 2.14527, 2.51969)
C (0.61541, 3.76315, 1.66409)
H (1.32470, -4.92853, 5.25535)
H (-8.65269, 0.85136, -5.69980)
H (-0.16910, 3.45258, -2.93637)
H (-11.06340, 0.76455, -5.48284)
C (-2.39259, 2.96405, -5.34245)
H (-11.02643, -0.95724, -5.23394)
C (-0.53865, 3.39882, -3.96085)
H (-3.18227, 1.10356, -4.72825)
H (5.63317, -3.00095, -0.00498)
O (-1.34677, 0.20991, -0.68886)
H (1.61090, -0.92819, -1.55441)
O (1.52028, -0.44643, 0.46958)
H (-0.83999, 1.83273, 1.06253)
H (3.04412, -2.63288, -2.43834)
H (-4.60391, 1.80104, -3.09028)
H (-6.03825, 2.70271, -3.53342)
H (-0.38434, -1.18291, 2.73407)
C (2.87659, 6.50293, 2.57253)
C (-10.89250, -0.00040, -4.70643)
H (5.96605, -0.33814, 2.90409)
H (4.35463, -3.73257, -2.75583)
O (3.96420, -5.65077, 1.10449)
C (4.85277, 0.88933, 1.58522)
H (3.04171, -7.06361, 2.20800)
H (5.63609, -4.58749, 1.75418)
C (-7.30252, 0.09571, -4.17376)
H (-1.73626, -2.41435, 6.03130)
C (-1.77989, -1.37432, 5.70561)
H (-0.46895, -3.64731, 3.73446)
O (-6.99089, -1.16995, -3.67999)
C (0.20944, -2.82166, 3.97627)
C (-5.88856, -1.12131, -2.78745)
C (-0.32436, -1.42196, 3.80011)
H (1.50123, -2.46115, 1.14590)
C (-4.96978, 2.61862, -3.72745)
O (1.70312, 5.83807, 2.17547)
H (0.24262, -1.61299, -0.68179)
H (5.01738, 1.62099, 0.78067)
C (6.14778, 0.19564, 1.96091)
H (0.36597, 1.38722, -0.79782)
H (-3.24235, 0.80775, -0.99564)
H (-1.79065, 2.57475, 2.37642)
H (3.20768, 6.16569, 3.56213)
O (0.24935, 2.76253, 2.57074)
O (-9.65948, 0.09331, -4.07081)
C (-2.23768, 1.02843, -1.36960)
H (2.64229, 2.33145, 3.48497)
C (-3.48416, 1.91593, -5.40573)
H (0.00021, 0.43276, -2.25149)
H (5.58945, -4.65424, -0.65751)
H (7.01725, 0.85318, 2.03706)
C (1.88408, 4.44186, 2.16481)
H (-1.57044, 2.72875, -6.02593)
H (4.15835, 0.12520, 1.21422)
H (-0.18784, 4.50569, 1.57796)
H (2.41527, 1.50424, 1.97051)
H (7.37241, -2.32756, 1.89060)
C (3.83557, -6.32492, 2.32170)
C (4.67553, -4.45479, 1.23729)
H (-4.47819, 3.50667, -3.31359)
O (-1.89670, 3.05695, -4.00571)
H (2.51509, -3.59627, 4.94798)
C (-0.02455, 0.42347, -1.15138)
O (-4.76302, 2.39308, -5.08865)
H (-5.58788, -2.14509, -2.57396)
O (3.81821, -3.53816, -0.78620)
H (3.48243, -5.66865, 3.13258)
H (-3.51991, 1.48532, -6.40784)
H (-7.55220, 0.78344, -3.34487)
H (1.86286, -3.92283, 6.59125)
H (-11.64990, 0.13032, -3.93592)
H (-2.03063, 2.09724, -1.22666)
H (-8.63981, -0.93770, -5.49246)
O (0.55391, -3.02674, 5.36100)

Computed properties:
SMILES: COCCOC.COCCOC.COCCOC.COCCOC.COCCOC.COCCOC.COCCOC
HOMO energy in eV: -9.27

---

Run B
Formula: C28H70O14
Source: the OMol25 dataset
Level of theory: wB97M-V/def2-TZVPD

Geometry (Å):
H (4.04205, 4.18744, 0.52877)
O (3.25530, -3.55819, 1.15522)
O (0.98703, -3.05770, 2.54668)
C (3.90836, -2.48829, 0.49503)
C (2.11671, 6.30280, -1.84492)
O (-5.52740, 2.49876, -2.16746)
H (2.69503, -5.22443, -2.96235)
O (6.45716, 2.17393, -0.32921)
H (1.07092, 4.85926, 0.29598)
H (1.84847, -0.62294, 0.44148)
C (3.01003, 4.08678, 0.87050)
C (2.20287, -2.67640, 3.14242)
H (2.72821, 3.05685, 0.60627)
H (7.61471, 1.80845, 1.28426)
H (3.92280, 0.41907, -1.20984)
H (-5.75381, 2.51264, -4.23461)
H (4.29732, -3.08803, 2.89575)
H (4.99432, -2.60584, 0.46140)
H (4.37714, 2.75339, -1.73984)
H (-1.08381, -2.07976, -2.64914)
C (-5.73665, 3.88369, -2.03341)
H (-3.05748, -5.51497, 4.02645)
H (1.03954, 6.51606, -1.81331)
O (-5.63124, -7.16102, 2.71416)
C (1.83455, 3.82867, 2.92426)
C (6.48240, 2.77115, -1.60353)
O (2.45127, 5.09727, -1.20695)
H (7.38577, 2.45482, -2.14736)
O (3.69628, -3.38270, -3.05698)
C (3.33744, -3.49518, 2.54808)
H (4.05939, -5.00249, -1.88913)
H (-4.29484, -7.55600, 4.28087)
O (0.12306, 0.30899, -0.04634)
C (4.81732, 0.17527, -1.81017)
C (-0.11779, -2.38029, 3.09784)
H (1.76105, 4.44437, 3.82004)
H (2.62257, 7.16220, -1.38003)
H (2.53717, -4.23356, -1.50597)
H (3.24058, -1.86983, -4.30089)
O (-2.56387, -0.15259, -0.02062)
H (5.25569, 3.07078, -3.28100)
H (2.02963, 1.05856, 0.08990)
H (1.19145, -2.87931, -2.30083)
H (-5.79467, 3.46425, 0.02368)
H (2.38513, -1.60601, 2.95713)
H (-4.53737, 0.37684, 0.10381)
H (-7.18649, 2.01563, -3.31499)
H (-4.35104, 6.75069, -0.14481)
H (-0.20949, -1.39009, 2.63097)
O (-5.96097, 5.45961, -0.18004)
C (1.37584, 0.34549, 0.61192)
H (-5.95864, 7.45622, -0.56790)
H (8.52406, 2.25522, -0.16218)
H (-0.98067, 1.11885, 1.47867)
H (1.94502, 2.77506, 3.21128)
C (2.71072, -2.68689, -3.80084)
H (2.13154, -2.86531, 4.22201)
H (-7.54966, -7.42922, 3.49265)
H (-6.36282, -8.67133, 3.93755)
H (-6.78029, 4.14986, -2.26250)
H (-5.82178, 0.91199, -3.36239)
O (5.05936, 1.13177, -2.80839)
H (-1.14862, -0.54805, -3.56915)
H (2.31421, 6.07645, 0.62190)
C (7.61391, 2.46420, 0.41463)
C (-6.08825, 1.96580, -3.34841)
H (-1.00984, -2.97843, 2.93110)
H (-5.14606, 4.41098, -2.80069)
H (-5.25733, -3.28615, 1.66071)
C (3.20933, -4.48301, -2.33221)
O (0.61251, -1.55507, -3.74213)
C (-6.67931, -7.99359, 3.13694)
H (-4.29482, 4.23092, -0.46939)
H (5.62824, 0.10177, -1.08303)
H (2.44435, 6.23469, -2.87926)
C (-5.38520, 4.25519, -0.60852)
H (-1.96555, 1.27183, -1.39692)
H (2.05249, -1.34219, -2.23869)
H (-0.21839, -0.64924, -2.06858)
H (1.32543, 0.54153, 1.68466)
H (-4.18038, -1.34685, -0.12713)
H (3.69282, -1.54756, 1.02549)
C (-0.51388, -1.19812, -2.96617)
H (2.30198, -3.32337, -4.59409)
H (-2.79506, 1.89769, 0.02136)
H (0.88496, 3.88244, 2.38316)
H (-4.07706, -0.22555, -1.50537)
H (-0.34033, 2.29927, 0.26557)
H (6.54792, 3.86853, -1.50416)
H (-6.99621, -8.60093, 2.28834)
H (-5.10028, 6.52770, -1.75632)
C (2.13769, 5.09243, 0.16598)
H (3.32458, -4.53262, 2.89571)
C (-4.82540, -6.73639, 3.77606)
C (1.62310, -2.08204, -2.92775)
H (-5.03574, -4.98611, 1.18856)
H (3.43813, -2.39006, -0.48055)
O (3.00461, 4.27469, 2.26725)
H (4.66148, -0.78607, -2.29620)
C (-5.29328, 6.60191, -0.67834)
C (-0.76365, 1.29874, 0.41472)
H (-0.03580, -2.20719, 4.18129)
H (-6.35404, -4.52415, 2.32136)
C (-5.33038, -4.32005, 2.00197)
H (-3.37452, -6.01460, 2.37783)
H (7.62719, 3.51078, 0.73960)
C (5.22826, 2.46333, -2.37798)
H (-5.45122, -6.27658, 4.56300)
C (-3.86075, -5.68249, 3.31048)
C (-2.07600, 1.12904, -0.31039)
C (-3.89889, -0.34043, -0.43064)
O (-4.44147, -4.40736, 3.09729)

Computed properties:
SMILES: COCCOC.COCCOC.COCCOC.COCCOC.COCCOC.COCCOC.COCCOC
HOMO energy in eV: -9.33

---

run B (22.8 kcal/mol below the next structure)